1.
# C4H14N2OS

3 unconnected molecules or ions with the total composition C4H14N2OS (ωB97M-V with the def2-TZVPD basis set, OMol25).

Calculated total energy, Eh: -743.578484
Molecular weight, g mol⁻¹: 138.24
Gap between HOMO and LUMO, eV: 6.85
Net charge: 0

```
22
Properties=species:S:1:pos:R:3:forces:R:3:nbo_charge:R:1
C -0.72441 -2.03190 1.04030 -0.5823 -0.7513 0.0368 -0.426
N -1.53340 -0.87843 0.66210 0.7909 0.3155 0.3049 -0.638
C -0.78918 0.30773 0.26044 -1.5966 -0.0015 -1.4030 -0.134
C -0.44295 0.12687 -1.20155 3.9300 4.1327 -1.1538 -0.328
S -0.33900 1.48213 -2.30029 -0.0108 -1.2104 1.5545 -0.154
C 0.37334 0.72215 1.15805 1.1459 0.3443 1.0540 -0.225
N 1.06663 1.99758 0.96050 -0.3702 -0.2046 -0.1806 -0.839
H -1.47341 -2.79697 1.31249 0.7129 0.0280 0.0548 0.212
H -0.00032 -1.88871 1.84762 -0.3013 0.1484 0.3004 0.178
H -0.10269 -2.44540 0.21882 -0.6627 0.4247 0.0181 0.191
H -2.24926 -0.61236 1.32245 0.2062 -0.4239 0.3003 0.376
H -1.51797 1.12975 0.24378 0.1665 0.0087 0.2158 0.211
H -1.41129 -0.54906 -1.60158 -3.3155 -1.9093 -1.5484 0.002
H 0.38155 -0.55876 -1.42724 -0.6282 -0.5075 0.1725 0.224
H -2.14388 -0.85554 -1.95675 1.0881 -0.0193 0.8881 0.214
H -0.10701 0.78641 2.15159 0.1203 -0.2441 -0.1784 0.193
H 1.17615 -0.04225 1.25015 -0.6778 0.2850 -0.2707 0.208
H 0.50243 2.72793 0.53712 0.0271 -0.2473 0.0360 0.366
H 1.93849 1.90715 0.45546 -0.2293 -0.1455 -0.1336 0.385
H 2.73093 -0.22139 -1.82447 0.2341 0.0997 0.0667 0.465
H 1.94767 1.07135 -1.75387 0.2284 -0.0026 0.0884 0.482
O 2.71759 0.62170 -1.35510 -0.2756 -0.1195 -0.2228 -0.963
```
Positions in Å, forces in eV/Å.

***

2.
# C4H14N2OS

2 unconnected molecules or ions with the total composition C4H14N2OS (ωB97M-V with the def2-TZVPD basis set, OMol25).

Calculated total energy, Eh: -743.725820
Molecular weight, g mol⁻¹: 138.24
Structure (SMILES): C[C@H](CS)NCN.O
Gap between HOMO and LUMO, eV: 9.95
Net charge: 0

```
22
Properties=species:S:1:pos:R:3:forces:R:3:nbo_charge:R:1
C 1.97659 0.67702 0.53489 -0.0540 -0.1354 -0.3650 -0.638
C 0.86577 -0.17216 -0.11071 -1.1466 0.4947 0.5079 -0.069
C 1.02485 -0.42438 -1.59398 0.4748 0.0813 -0.4150 -0.509
S 2.54284 -1.33801 -2.02733 -0.1223 -0.0409 -0.0369 -0.037
N -0.49506 0.37681 0.12386 0.1496 0.1653 -0.4754 -0.668
C -0.92121 0.42535 1.53165 -0.8496 0.0355 -0.5507 -0.053
N -2.36185 0.41918 1.69571 0.0338 -0.0930 0.0242 -0.838
H 1.57458 1.65377 0.80673 0.0607 -0.0228 0.0992 0.209
H 2.35760 0.17730 1.42158 0.0958 0.1678 0.1146 0.224
H 2.81424 0.85084 -0.14414 -0.0177 -0.0783 0.0930 0.209
H 0.77660 -1.13043 0.38839 0.4955 -0.3897 0.0371 0.193
H 0.22595 -1.03820 -1.99559 -0.2154 -0.1967 0.2107 0.228
H 0.98378 0.49267 -2.18132 0.1218 0.1772 0.0993 0.214
H 3.41096 -0.32608 -1.93088 0.0041 0.0451 0.0127 0.116
H -0.60038 1.30501 -0.28541 0.2108 -0.1259 0.0421 0.349
H -0.56483 -0.48950 1.99499 0.4134 0.0704 0.2600 0.176
H -0.56893 1.32677 2.03057 0.4067 -0.1356 0.3040 0.164
H -2.78880 1.28472 1.39388 0.0589 0.0680 -0.0170 0.348
H -2.76072 -0.32593 1.13330 -0.0656 0.0825 -0.0081 0.382
O -2.89617 -1.22279 -0.88957 0.0322 0.0356 -0.2900 -0.951
H -2.26271 -0.53055 -1.14017 -0.0494 -0.1371 0.3478 0.486
H -2.33311 -1.99141 -0.75646 -0.0376 -0.0681 0.0053 0.466
```
Positions in Å, forces in eV/Å.

***

3.
# C4H14N2OSi

C4H14N2OSi in the gas phase (ωB97M-V with the def2-TZVPD basis set, OMol25).

Calculated total energy, Eh: -635.078419
Molecular weight, g mol⁻¹: 134.26
Structure (SMILES): CN[Si](C)(NC)OC
Gap between HOMO and LUMO, eV: 9.62
Net charge: 0

```
22
Properties=species:S:1:pos:R:3:forces:R:3:nbo_charge:R:1
C 2.20918 -0.32698 1.06117 -2.3868 0.0408 -1.2259 -0.413
N 1.28879 -0.99642 0.08222 -2.0071 3.1001 1.6167 -1.054
Si -0.49886 -0.49198 0.17444 2.4306 0.9676 0.6529 2.108
C -1.44275 -0.51269 1.88414 -1.4873 1.0286 -4.0183 -1.096
N -0.51416 1.17437 -0.37329 -0.9477 -0.5390 0.4342 -1.091
C 0.58784 2.12535 -0.49783 -2.7691 2.0453 -1.3212 -0.388
O -1.33782 -1.29707 -0.91080 -1.1409 -1.6278 1.4052 -0.914
C -1.40150 -1.12809 -2.27031 0.3750 0.3387 -0.5642 -0.231
H 1.80721 0.55902 1.49300 -0.8120 0.6669 0.4112 0.188
H 2.49934 -0.94375 1.83823 0.4978 -1.4673 1.6789 0.179
H 3.04914 0.01136 0.57918 2.2951 0.6475 -1.3532 0.183
H 1.65186 -1.89415 0.01916 -0.1376 -2.0785 -0.5919 0.381
H -2.10251 -1.36207 1.90511 -0.6138 -0.1826 -0.0481 0.239
H -0.72896 -0.70272 2.57062 2.2437 0.0411 2.7921 0.223
H -1.99574 0.47424 1.94900 0.7196 -1.2973 0.3659 0.233
H -1.41411 1.51839 -0.02586 0.5819 0.5836 -0.4176 0.372
H 0.51276 2.84336 0.33428 0.8454 -0.2726 -0.1731 0.179
H 1.36175 1.45632 -0.53093 2.8137 -0.6763 0.2118 0.204
H 0.63121 2.77548 -1.48646 -0.4537 -1.3990 1.6733 0.169
H -1.04231 -0.12077 -2.46041 -0.4152 0.2765 -0.7242 0.188
H -2.41110 -1.34784 -2.61788 0.0377 0.2999 -0.1441 0.175
H -0.70925 -1.81335 -2.71678 0.3309 -0.4963 -0.6603 0.167
```
Positions in Å, forces in eV/Å.

***

4.
# C4H14N2Si

2 unconnected molecules or ions with the total composition C4H14N2Si (ωB97M-V with the def2-TZVPD basis set, OMol25).

Calculated total energy, Eh: -559.751710
Molecular weight, g mol⁻¹: 118.26
Gap between HOMO and LUMO (alpha / beta), eV: 7.31 / 7.31
Net charge: 0

```
21
Properties=species:S:1:pos:R:3:forces:R:3:nbo_charge:R:1
C 0.49203 -1.71011 -0.59076 -0.1409 0.0299 0.2445 -0.612
C -0.36968 0.36444 -1.67862 -0.1539 0.1031 0.2453 -0.618
C 1.74872 0.43784 -0.37149 -0.1901 -0.0356 0.2707 -0.619
C 0.35701 -0.19109 -0.45512 -0.0073 0.0690 -0.0054 -0.507
N 0.18053 -0.10287 2.60528 -0.1533 0.1477 -0.4970 -1.322
N -2.19631 -0.45468 1.19759 0.3956 0.2356 -0.1472 -1.324
Si -0.62273 0.20683 1.12681 0.1463 1.2280 -0.2335 1.955
H -0.48467 -2.18671 -0.64083 -0.0735 -0.1445 -0.0159 0.210
H 1.03505 -1.95127 -1.50498 0.0582 0.0167 -0.0886 0.213
H 1.03902 -2.13011 0.25036 0.0481 -0.1324 0.0816 0.214
H 0.22751 0.20105 -2.57579 0.0736 -0.0630 -0.0484 0.211
H -0.54306 1.43144 -1.56503 -0.0438 0.1723 -0.0522 0.242
H -1.32933 -0.13004 -1.82155 -0.1465 -0.0324 -0.0923 0.197
H 1.67014 1.50844 -0.21696 0.0632 0.2654 0.0367 0.238
H 2.32259 -0.00099 0.44446 0.1279 0.0157 0.0697 0.202
H 2.29644 0.26183 -1.29679 0.0099 -0.0659 -0.1066 0.212
H 1.06890 0.35068 2.75206 0.0632 0.0593 0.0207 0.410
H -0.34990 -0.11087 3.46150 -0.0506 -0.0424 0.0866 0.405
H -2.76173 -0.43678 0.36218 -0.0219 0.0342 -0.0048 0.409
H -2.76939 -0.31306 2.01419 -0.0324 -0.0010 0.0463 0.408
H -0.66371 3.13851 0.78449 0.0281 -1.8596 0.1897 -0.527
```
Positions in Å, forces in eV/Å.

***

5.
# C4H14N3

A gas-phase ion, C4H14N3 (charge +1) (ωB97M-V with the def2-TZVPD basis set, OMol25).

Calculated total energy, Eh: -324.784311
Molecular weight, g mol⁻¹: 104.18
Structure (SMILES): CC(C)(N)[NH2+]CN
Gap between HOMO and LUMO, eV: 10.88
Net charge: +1

```
21
Properties=species:S:1:pos:R:3:forces:R:3:nbo_charge:R:1
C -1.14094 -0.53593 1.71087 -0.8785 -3.0100 -0.6440 -0.722
C -1.03322 -0.11506 0.19755 1.5222 0.7930 2.0187 0.420
C -1.74250 1.14497 -0.21135 -2.4527 -1.1810 -0.3924 -0.677
N -1.13024 -1.17539 -0.62563 0.3783 -0.2460 -2.5602 -0.800
N 0.66065 0.53100 0.24118 0.6480 -0.4993 -2.5849 -0.629
C 1.72751 0.42937 -0.90719 1.6688 -2.0584 1.0781 -0.048
N 2.59069 -0.81539 -0.82176 -3.6641 1.2938 -0.0408 -0.859
H -2.07647 -1.15116 1.76029 0.2916 0.7477 -0.3012 0.274
H -0.45571 -1.41426 2.02620 -0.3367 1.8008 -0.6402 0.246
H -1.29809 0.17713 2.50473 0.6099 0.6899 -0.1489 0.252
H -2.67328 0.84201 -0.83615 1.4872 0.7946 1.0980 0.258
H -2.04625 1.57691 0.72264 -0.6600 0.5921 0.2189 0.242
H -1.16434 1.89520 -0.71740 0.3060 -0.0553 -0.5948 0.235
H -1.36043 -0.92464 -1.62510 0.5410 -0.5885 1.5597 0.401
H -0.34711 -1.83004 -0.54730 -0.6930 -0.0965 -0.1126 0.410
H 0.96370 0.10359 1.07579 1.0452 -0.5808 1.0793 0.412
H 0.59609 1.51576 0.40056 -0.2113 0.6928 0.4333 0.406
H 2.34482 1.31208 -0.83356 -0.0378 0.4824 0.2848 0.197
H 1.29106 0.43225 -1.88209 -0.8189 -0.0511 -0.3771 0.214
H 3.15504 -0.89784 -0.04308 1.1764 0.2953 2.0815 0.370
H 3.13903 -1.10056 -1.58920 0.0784 0.1847 -1.4554 0.398
```
Positions in Å, forces in eV/Å.

***

6.
# C4H14N3

2 unconnected molecules or ions with the total composition C4H14N3 (ωB97M-V with the def2-TZVPD basis set, OMol25).

Calculated total energy, Eh: -324.817046
Molecular weight, g mol⁻¹: 104.18
Gap between HOMO and LUMO, eV: 8.31
Net charge: +1

```
21
Properties=species:S:1:pos:R:3:forces:R:3:nbo_charge:R:1
C 2.72192 -0.20393 -2.34071 -0.4330 0.2436 0.1229 -0.615
C 1.38164 -0.17499 -1.59798 0.2833 0.6231 -1.0035 -0.222
N 1.09248 -1.48009 -1.03791 -0.2481 0.5866 1.0178 -0.590
C -0.13325 -1.47690 -0.25733 -0.0050 -0.4938 -0.8089 -0.404
H 2.86069 0.68883 -2.94925 -0.1433 0.0249 -0.0336 0.222
H 2.67616 -1.06833 -3.00016 0.3820 -0.0324 -0.0081 0.226
H 3.58315 -0.23863 -1.67448 -0.0347 -0.3210 0.0782 0.207
H 0.61822 0.07648 -2.34413 -0.1249 -0.3287 0.0101 0.185
H 1.31649 0.68412 -0.90473 0.2342 -0.3157 0.3987 0.144
H 1.85332 -1.74746 -0.42181 0.1159 -0.1145 -0.1700 0.356
H -0.24979 -2.45309 0.20815 -0.1893 0.0350 0.1122 0.223
H -0.21473 -0.68702 0.50715 0.3544 0.1480 0.1724 0.088
H -0.95701 -1.31509 -0.96019 -0.1401 -0.1173 0.0927 0.190
N -0.91995 0.99529 2.61067 0.0271 0.2864 -0.3219 -0.698
C -1.81009 1.52038 1.80678 0.1982 0.2354 -0.3573 0.406
N -2.48343 0.86303 0.89724 0.4954 0.0317 -0.1409 -0.694
H -0.48394 0.11150 2.42083 -0.1552 -0.5312 0.0743 0.429
H -0.41204 1.60000 3.22721 0.0852 0.2308 0.2540 0.437
H -1.94890 2.59416 1.85727 -0.3648 -0.0624 0.3044 0.235
H -3.03714 1.36998 0.22048 -0.0662 -0.0285 0.1543 0.443
H -2.18803 -0.07070 0.63764 -0.2709 -0.0999 0.0523 0.432
```
Positions in Å, forces in eV/Å.